This record from the Open Molecules 2025 dataset describes 2 unconnected molecules or ions with the total composition C2H3ClOS. The level of theory is wB97M-V/def2-TZVPD.

Each line ends with the Mulliken charge.
Element x y z (Å)
Cl 1.1746 -1.7878 -0.7519  -0.195
S 2.3947 -0.2811 -0.0332  -0.047
O -1.7445 -1.2028 0.4586  -0.301
C -1.5561 -0.0872 0.3551  0.716
C -1.3459 1.1417 -0.0257  -0.950
H -0.7681 1.2203 -0.9204  0.264
H -1.6378 1.9656 0.4853  0.283
H 3.4832 -0.9687 0.4321  0.231

Summary:
LUMO energy (alpha / beta)   0.587 / -2.886 eV
Multiplicity   3

---

This record from the Open Molecules 2025 dataset describes C2H3ClS in the gas phase. The level of theory is wB97M-V/def2-TZVPD.

Each line ends with the Mulliken charge.
Element x y z (Å)
Cl -1.3142 -1.6615 -0.2922  -0.179
S -1.3241 1.2613 -0.2951  -0.212
C -0.2737 -0.3370 -0.1872  0.110
C 1.0242 -0.3807 -0.1763  -0.529
H 1.6836 -1.1921 -0.0968  0.338
H 1.2765 0.5398 -0.0481  0.303
H -1.0722 1.7702 1.0956  0.169

Summary:
LUMO energy   0.552 eV
SMILES   C=C(S)Cl

---

This record from the Open Molecules 2025 dataset describes 2 unconnected molecules or ions with the total composition C2H3ClS2. The level of theory is wB97M-V/def2-TZVPD.

Each line ends with the Mulliken charge.
Element x y z (Å)
Cl 0.5003 1.2736 0.3372  -0.110
S -1.4937 -0.9098 0.9156  -0.189
S 3.4452 -0.0364 -0.1444  -0.067
C 2.4672 -1.1507 -0.5140  0.061
C -1.1164 0.6887 -0.0325  -0.419
H -1.9250 1.2103 0.4193  0.293
H -1.1772 0.7251 -1.2022  0.289
H -0.7003 -1.8008 0.2210  0.143

Summary:
LUMO energy   -0.134 eV

---

This record from the Open Molecules 2025 dataset describes 2 unconnected molecules or ions with the total composition C2H3ClS2. The level of theory is wB97M-V/def2-TZVPD.

Each line ends with the Mulliken charge.
Element x y z (Å)
Cl 2.9871 -1.8213 0.4733  -0.294
S 0.4577 1.4152 -1.2562  -0.084
S 1.0663 0.8890 0.6245  -0.187
C -1.6885 0.0216 0.0396  -0.407
C -0.4932 0.5430 -0.1202  0.296
H -2.5160 0.1010 -0.7137  0.207
H -2.0807 -0.4115 0.9662  0.234
H 2.2674 -0.7372 -0.0137  0.236

Summary:
LUMO energy   -0.473 eV
SMILES   C=C1SS1.Cl

---

This record from the Open Molecules 2025 dataset describes a molecular structure, C2H3CsLiO2. The level of theory is wB97M-V/def2-TZVPD.

Each line ends with the Mulliken charge.
Element x y z (Å)
Cs 1.8720 2.0387 -2.6021  0.990
O 0.5987 -1.9029 1.3003  -0.473
O -0.4208 0.9002 -0.5436  -0.883
C -0.1556 0.1241 0.5540  -0.322
C 0.0770 -1.3377 0.3289  0.192
Li -2.1894 1.4342 -0.9472  0.909
H 0.8132 0.2017 1.2797  0.189
H -0.9400 0.1938 1.3372  0.157
H 0.3449 -1.6522 -0.7072  0.241

Summary:
LUMO energy   -4.089 eV
Total charge   +1

---

This record from the Open Molecules 2025 dataset describes a molecular structure, C2H3CuO2. The level of theory is wB97M-V/def2-TZVPD.

Each line ends with the Mulliken charge.
Element x y z (Å)
Cu 2.2326 0.9648 -0.1966  0.646
O 0.1445 0.2508 -0.1902  -0.301
O 1.7431 -1.2078 0.1237  -0.555
C 0.5621 -0.9912 -0.1309  0.297
C -1.3456 0.4175 0.0222  -0.686
H -1.3855 1.0230 0.9466  0.131
H -0.3631 -1.5971 0.2039  0.362
H -1.5882 1.1401 -0.7787  0.105

Summary:
LUMO energy   -1.979 eV

---

This record from the Open Molecules 2025 dataset describes a molecular structure, C2H3F2IO. The level of theory is wB97M-V/def2-TZVPD.

Each line ends with the Mulliken charge.
Element x y z (Å)
I -2.2731 -1.1652 0.3249  -0.034
F -2.2527 1.8967 1.4578  -0.114
F -1.1065 1.6981 -0.3788  -0.093
O 0.9894 -1.3411 -0.4700  -0.422
C -1.2160 1.2607 0.8893  0.028
C 1.8946 -0.5559 -0.7157  -0.058
H 2.9106 -1.0504 -0.7369  0.251
H 1.8278 0.5773 -0.5854  0.211
H -0.7742 -1.3201 0.2148  0.231

Summary:
LUMO energy   0.116 eV

---

This record from the Open Molecules 2025 dataset describes C2H3F2NO in the gas phase. The level of theory is wB97M-V/def2-TZVPD.

Each line ends with the Mulliken charge.
Element x y z (Å)
F 1.6309 0.3662 -0.1466  -0.286
F 0.2129 0.8381 1.4685  -0.235
O -1.8253 -0.0628 -0.4472  -0.571
N -0.0754 -1.5060 -0.7039  -0.352
C -0.6462 -0.3226 -0.3729  0.397
C 0.3403 0.7229 0.1303  0.428
H 0.9319 -1.6647 -0.6496  0.232
H 0.1319 1.7149 -0.2908  0.156
H -0.6936 -2.2460 -0.9966  0.232

Summary:
LUMO energy   0.850 eV
SMILES   NC(=O)C(F)F

---

This record from the Open Molecules 2025 dataset describes C2H3F2NO in the gas phase. The level of theory is wB97M-V/def2-TZVPD.

Each line ends with the Mulliken charge.
Element x y z (Å)
F 1.3960 1.2041 0.5459  -0.234
F 2.1737 -0.5827 -0.4577  -0.266
O -1.5926 0.4369 -0.5911  -0.363
N -1.2458 -0.3823 0.4884  -0.323
C 1.0162 0.1616 -0.2393  0.425
C -0.0420 -0.6587 0.5003  -0.127
H -2.5397 0.6207 -0.3746  0.365
H 0.5557 0.5563 -1.1889  0.202
H 0.2785 -1.3558 1.3170  0.322

Summary:
LUMO energy   0.781 eV
SMILES   O/N=C\C(F)F

---

This record from the Open Molecules 2025 dataset describes 2 unconnected molecules or ions with the total composition C2H3F2NO. The level of theory is wB97M-V/def2-TZVPD.

Each line ends with the Mulliken charge.
Element x y z (Å)
F 2.0818 1.0832 0.9560  -0.262
F 0.3896 1.4141 -0.3644  -0.179
O -2.7019 -1.7240 0.1752  -0.282
N 2.2875 0.4118 -1.2618  -0.505
C -1.5841 -1.0379 0.2862  -0.148
C 1.5486 0.9205 -0.3912  0.664
H 3.1288 0.3415 -0.8288  0.291
H -1.6191 0.0071 0.5842  0.093
H -3.5312 -1.4163 0.8446  0.328

Summary:
LUMO energy   0.249 eV

---

This record from the Open Molecules 2025 dataset describes 3 unconnected molecules or ions with the total composition C2H3F2NO2. The level of theory is wB97M-V/def2-TZVPD.

Each line ends with the Mulliken charge.
Element x y z (Å)
F -0.7732 0.7059 -1.2151  -0.109
F -0.2766 1.4508 0.6810  -0.103
O 2.3095 1.5532 -1.7231  -0.355
O 2.1302 -0.0084 -0.0627  -0.374
N -1.0948 -1.1515 0.7160  -0.680
C 2.2145 0.7724 -0.8951  0.752
C -1.2899 0.9390 -0.0090  0.068
H -2.0021 -1.5805 0.6147  0.267
H -0.8396 -1.0358 1.6866  0.269
H -0.3779 -1.6450 0.2065  0.264

Summary:
LUMO energy   0.633 eV

---

This record from the Open Molecules 2025 dataset describes 2 unconnected molecules or ions with the total composition C2H3F2NO2. The level of theory is wB97M-V/def2-TZVPD.

Each line ends with the Mulliken charge.
Element x y z (Å)
F -0.1282 1.3478 -1.9818  -0.226
F 1.1446 2.2323 -0.4093  -0.177
O 4.1404 0.8273 1.8415  -0.264
O 1.9540 0.2963 2.2215  -0.266
N -0.1672 0.4805 0.2353  -1.197
C -0.1716 1.9085 -0.6304  0.235
C 3.0448 0.6082 2.0511  0.346
H 0.1488 -0.3059 -0.3942  0.499
H -1.1780 0.3223 0.4024  0.690
H 0.5146 0.2848 1.0195  0.359

Summary:
LUMO energy (alpha / beta)   0.419 / -2.539 eV
Multiplicity   3

---

This record from the Open Molecules 2025 dataset describes a molecular structure, C2H3F2O2Si. The level of theory is wB97M-V/def2-TZVPD.

Each line ends with the Mulliken charge.
Element x y z (Å)
Si -0.1701 0.7728 0.8533  0.716
F -1.7067 1.3714 1.0501  -0.444
F -0.1902 -0.0459 2.2386  -0.303
O 1.5786 -0.0675 0.3067  -0.526
O 1.6752 -1.3157 -1.5706  -0.687
C 1.0855 -0.6372 -0.7501  0.742
C -0.3083 -0.1541 -0.7729  -0.723
H -1.6844 -2.1178 -0.6385  0.022
H 0.5072 2.0579 0.9821  -0.191
H -0.7868 0.1361 -1.6987  0.393

Summary:
LUMO energy (alpha / beta)   3.109 / 2.890 eV
Total charge   -1

---

This record from the Open Molecules 2025 dataset describes 2 unconnected molecules or ions with the total composition C2H3F3N2. The level of theory is wB97M-V/def2-TZVPD.

Each line ends with the Mulliken charge.
Element x y z (Å)
F -0.7996 0.1465 1.3824  -0.223
F -2.5928 0.1195 0.1376  -0.273
F -0.9927 -1.2499 -0.0783  -0.223
N 0.6250 0.9758 -0.9365  -0.455
N 2.1301 -1.0112 0.5571  -0.455
C -1.2348 -0.0039 0.1512  0.749
C -0.5934 0.8249 -0.8723  -0.031
H 2.1358 -0.2076 -0.1244  0.302
H 2.7013 -0.7779 1.2619  0.216
H -1.3788 1.1837 -1.4788  0.394

Summary:
LUMO energy (alpha / beta)   -1.624 / -0.508 eV

---

This record from the Open Molecules 2025 dataset describes 2 unconnected molecules or ions with the total composition C2H3F3N2O. The level of theory is wB97M-V/def2-TZVPD.

Each line ends with the Mulliken charge.
Element x y z (Å)
F 3.0476 0.3289 -0.0128  -0.136
F -1.0262 -2.3702 -0.3134  -0.187
F 2.1004 -1.4975 -0.6139  -0.174
O 0.0327 1.4206 -1.5709  -0.494
N -0.4261 -1.1625 -0.6377  -0.007
N 2.2604 -0.6724 0.5483  0.083
C 0.0746 1.1246 -0.3989  0.174
C -0.1153 -0.1825 0.1886  -0.278
H -0.1541 -0.2715 1.2086  0.560
H -0.0340 1.9338 0.4876  0.218
H -0.2779 -1.1803 -1.5913  0.240

Summary:
LUMO energy (alpha / beta)   -0.931 / -1.233 eV

---

This record from the Open Molecules 2025 dataset describes a molecular structure, C2H3F3NO4S. The level of theory is wB97M-V/def2-TZVPD.

Each line ends with the Mulliken charge.
Element x y z (Å)
S -0.1490 2.5712 1.2768  0.907
F 0.3475 1.0109 3.3635  -0.226
F 1.8515 0.9219 1.8153  -0.241
F 1.7486 2.6351 3.1255  -0.243
O -4.5343 -1.0969 -1.2382  -0.928
O -2.0765 0.9925 0.9822  -0.545
O 0.7729 3.2526 0.3528  -0.661
O -0.9980 3.3825 2.1672  -0.630
N -0.9714 1.3683 0.3931  -0.230
C -4.2957 -0.8827 0.0699  -0.117
C 1.0268 1.7256 2.4756  0.626
H -3.2701 -0.0356 0.4192  0.037
H -4.0175 -1.7963 0.6542  0.124
H -5.1522 -0.4406 0.6385  0.128

Summary:
LUMO energy (alpha / beta)   5.634 / 5.617 eV
Multiplicity   2
Total charge   -2

---

This record from the Open Molecules 2025 dataset describes 2 unconnected molecules or ions with the total composition C2H3F3S. The level of theory is wB97M-V/def2-TZVPD.

Each line ends with the Mulliken charge.
Element x y z (Å)
S 0.5325 -1.2564 -0.1762  -0.091
F -1.4477 -2.8007 -2.0455  -0.164
F -2.5699 -2.1497 -0.2395  -0.196
F -1.2091 -3.8082 -0.2030  -0.163
C 0.4359 -1.3291 1.6727  -0.909
C -1.4134 -2.6648 -0.7176  0.504
H -0.4568 -1.2579 2.1713  0.374
H 0.9772 -2.1554 1.8767  0.306
H 0.8487 -0.4167 1.9284  0.340

Summary:
LUMO energy   -0.796 eV

---

This record from the Open Molecules 2025 dataset describes C2H3F3S in the gas phase. The level of theory is wB97M-V/def2-TZVPD.

Each line ends with the Mulliken charge.
Element x y z (Å)
S -1.9094 -0.2490 0.2648  -0.176
F 0.8683 -1.2980 -0.6191  -0.247
F 0.9654 -0.6725 1.4429  -0.251
F 1.9847 0.4788 -0.0755  -0.252
C -0.3486 0.6137 -0.0413  -0.763
C 0.8670 -0.2268 0.1963  0.886
H -0.3322 1.4707 0.6571  0.320
H -0.2881 0.9899 -1.0623  0.342
H -1.8072 -1.1069 -0.7628  0.141

Summary:
LUMO energy   0.777 eV
SMILES   FC(F)(F)CS

---

This record from the Open Molecules 2025 dataset describes 2 unconnected molecules or ions with the total composition C2H3F3S. The level of theory is wB97M-V/def2-TZVPD.

Each line ends with the Mulliken charge.
Element x y z (Å)
S 1.9221 -0.8654 -0.3042  -0.238
F -0.6057 -1.1531 0.8947  -0.219
F 0.2928 1.6802 0.2360  -0.220
F -1.7551 -0.8639 -1.0013  -0.236
C -0.0162 0.6276 -0.4924  -0.306
C -1.1075 -0.2313 -0.0071  0.555
H -1.7737 0.4623 0.6836  0.173
H -0.1393 0.8262 -1.6249  0.335
H 2.1363 -0.7498 1.0980  0.155

Summary:
LUMO energy   -0.863 eV

---

This record from the Open Molecules 2025 dataset describes 2 unconnected molecules or ions with the total composition C2H3F3Si. The level of theory is wB97M-V/def2-TZVPD.

Each line ends with the Mulliken charge.
Element x y z (Å)
Si 1.6552 -0.2895 0.5977  0.717
F 1.7985 -1.9358 0.8795  -0.305
F 1.2508 0.5332 1.9282  -0.247
F 3.1111 0.0984 0.2130  -0.183
C -0.8146 0.0910 -1.0342  -0.333
C -1.8528 0.4575 -0.3936  -0.434
H -2.8163 0.5909 -0.7558  0.284
H -1.8630 0.6143 0.6187  0.217
H -0.4688 -0.1599 -2.0535  0.284

Summary:
LUMO energy (alpha / beta)   -0.871 / -1.149 eV

---

Sequential max |F| output: 4.6 6.3 2.5 2.2 4.3 4.0 3.1 0.8 3.6 5.0 1.9 5.5 1.1 5.3 3.2 4.8 3.9 0.8 4.5 4.2 eV/Å
Sequential E_tot output: -1011.4638 -936.3114 -1334.4639 -1334.5070 -255.9214 -1868.7812 -650.5255 -407.7564 -407.6612 -407.5625 -482.9346 -482.7462 -717.8018 -486.9566 -562.0452 -1131.3100 -775.7080 -775.8094 -775.6968 -667.1396 Ha